No. 1
# C3H5NO2

One molecule with the formula C3H5NO2 (wB97M-V/def2-TZVPD, OMol25).

**SMILES string**: O=CC/C=N/O
**LUMO level**: 0.3 eV
**Strongest force on any atom**: 6.4 eV Å⁻¹
**Energy above the lowest of the compared OMol25 structures with the same formula, charge and spin**: 372.94 kJ/mol

Geometry as XYZ:
```
11
Properties=species:S:1:pos:R:3:nbo_charge:R:1
O -0.19723 2.69336 0.53422 -0.515
C -0.53634 1.48481 0.82325 0.441
C -0.96888 0.44932 -0.17828 -0.572
C 0.12615 -0.42338 -0.61267 0.054
N 0.13691 -1.59194 -0.06667 -0.133
O 1.32425 -2.23962 -0.46501 -0.564
H -0.55412 0.88224 1.86588 0.126
H -1.60995 -0.22203 0.36602 0.240
H -1.48781 0.95530 -1.05616 0.242
H 0.99013 0.05054 -1.13510 0.202
H 0.96159 -3.21690 -0.32144 0.479
```

No. 2
# C3H5NO2

C3H5NO2 as an isolated structure (wB97M-V/def2-TZVPD, OMol25).

**LUMO level (alpha / beta)**: -0.9 / -0.9 eV
**Strongest force on any atom**: 3.9 eV Å⁻¹
**Energy above the lowest of the compared OMol25 structures with the same formula, charge and spin**: 461.52 kJ/mol

Geometry as XYZ:
```
11
Properties=species:S:1:pos:R:3:nbo_charge:R:1
C -0.03548 1.23694 0.61314 -0.517
C -0.57811 -1.21687 0.46490 -0.671
C -0.41114 0.15114 -0.13515 0.332
N 1.20377 0.87702 -1.56721 0.463
O 2.04575 0.07708 -1.58778 -0.169
O -0.40049 0.20326 -1.45969 -0.527
H -0.05984 2.23219 0.19081 0.213
H 0.09542 1.15928 1.68563 0.204
H -0.64364 -1.18861 1.55401 0.218
H 0.26678 -1.85140 0.17736 0.222
H -1.48301 -1.68004 0.06398 0.230
```

No. 3
# C3H5NO2

One molecule with the formula C3H5NO2 (wB97M-V/def2-TZVPD, OMol25).

**SMILES string**: [H]/N=C/OC(=C)O
**LUMO level**: 0.7 eV
**Strongest force on any atom**: 0.7 eV Å⁻¹
**Energy above the lowest of the compared OMol25 structures with the same formula, charge and spin**: 206.98 kJ/mol

Geometry as XYZ:
```
11
Properties=species:S:1:pos:R:3:nbo_charge:R:1
H 3.36315 0.30401 0.98412 0.348
N 2.42508 0.45640 1.34746 -0.637
C 1.57405 0.20861 0.45488 0.380
O 0.25682 0.39820 0.77379 -0.479
C -0.73918 -0.09768 0.01094 0.604
C -2.03130 0.18378 0.18839 -0.632
O -0.35619 -0.94200 -0.98021 -0.688
H 1.74598 -0.14117 -0.56400 0.166
H -2.38616 1.03784 0.73872 0.228
H -2.74266 -0.55706 -0.16174 0.208
H -1.12498 -0.86893 -1.56572 0.501
```

No. 4
# C3H5NO2

One molecule with the formula C3H5NO2 (wB97M-V/def2-TZVPD, OMol25).

**SMILES string**: CNC(=O)C=O
**LUMO level**: 0.0 eV
**Strongest force on any atom**: 0.7 eV Å⁻¹
**Energy above the lowest of the compared OMol25 structures with the same formula, charge and spin**: 72.15 kJ/mol

Geometry as XYZ:
```
11
Properties=species:S:1:pos:R:3:nbo_charge:R:1
C -1.05110 1.36327 -0.15623 -0.421
N 0.10168 0.49241 -0.08275 -0.590
C 0.00573 -0.81570 0.22639 0.547
O -1.00927 -1.42203 0.52370 -0.593
C 1.34302 -1.55272 0.14583 0.362
O 2.30385 -1.10214 -0.43187 -0.497
H -1.93733 0.74901 -0.32569 0.231
H -1.19171 1.93085 0.77059 0.200
H -0.93008 2.06199 -0.98802 0.206
H 1.02112 0.83481 -0.32190 0.415
H 1.34409 -2.53975 0.63995 0.139
```

No. 5
# C3H5NO2

C3H5NO2 as an isolated structure (wB97M-V/def2-TZVPD, OMol25).

**LUMO level**: 0.3 eV
**Strongest force on any atom**: 4.7 eV Å⁻¹
**Energy above the lowest of the compared OMol25 structures with the same formula, charge and spin**: 563.35 kJ/mol

Geometry as XYZ:
```
11
Properties=species:S:1:pos:R:3:nbo_charge:R:1
C 0.36828 0.01833 -0.22450 -0.228
C -0.52910 0.08908 0.75134 -0.095
C 1.88995 0.00988 -0.22843 -0.655
N -2.33243 -0.05445 -0.01775 0.546
O -2.35757 -0.11486 -1.19766 -0.365
O -3.21016 0.19036 0.73671 -0.355
H -0.22067 -0.17857 -1.09038 0.248
H -0.51953 0.12199 1.78479 0.200
H 2.07186 -1.05523 -0.08963 0.238
H 2.45033 0.43785 -1.07965 0.240
H 2.38901 0.53562 0.65516 0.226
```

No. 6
# C3H5NO2

One molecule with the formula C3H5NO2 (wB97M-V/def2-TZVPD, OMol25).

**SMILES string**: O=C1NCCO1
**LUMO level**: 0.8 eV
**Strongest force on any atom**: 0.5 eV Å⁻¹
**Energy above the lowest of the compared OMol25 structures with the same formula, charge and spin**: 22.27 kJ/mol

Geometry as XYZ:
```
11
Properties=species:S:1:pos:R:3:nbo_charge:R:1
O 2.58832 -0.04673 -0.31725 -0.593
C 1.40123 0.06127 -0.17100 0.873
N 0.58699 -0.64019 0.70089 -0.651
C -0.77041 -0.53278 0.20340 -0.244
C -0.70501 0.89882 -0.30228 -0.077
O 0.61195 0.93144 -0.87586 -0.497
H 0.95637 -1.51222 1.04628 0.408
H -0.92674 -1.17478 -0.67542 0.182
H -1.52814 -0.75280 0.95625 0.213
H -0.74579 1.65720 0.48766 0.185
H -1.46878 1.11078 -1.05269 0.200
```

No. 7
# C3H5NO2

One molecule with the formula C3H5NO2 (wB97M-V/def2-TZVPD, OMol25).

**SMILES string**: N=C=C(O)CO
**LUMO level**: 0.6 eV
**Strongest force on any atom**: 0.7 eV Å⁻¹
**Energy above the lowest of the compared OMol25 structures with the same formula, charge and spin**: 296.27 kJ/mol

Geometry as XYZ:
```
11
Properties=species:S:1:pos:R:3:nbo_charge:R:1
N -2.20479 -0.08371 -0.40643 -0.601
C -1.06723 0.27574 -0.10184 0.311
C 0.11000 0.46504 0.47619 0.061
O 0.43669 1.59376 1.18733 -0.665
C 1.07518 -0.68573 0.26750 -0.093
O 0.75322 -1.19224 -1.01482 -0.699
H -2.47931 0.02249 -1.38252 0.369
H -0.30528 1.76443 1.78158 0.484
H 2.13727 -0.40807 0.31862 0.181
H 0.89831 -1.47804 1.00658 0.189
H 0.59639 -0.36190 -1.49201 0.463
```

No. 8
# C3H5NO2

One molecule with the formula C3H5NO2 (wB97M-V/def2-TZVPD, OMol25).

**SMILES string**: CC(=O)NC=O
**LUMO level**: 0.6 eV
**Strongest force on any atom**: 1.5 eV Å⁻¹
**Energy above the lowest of the compared OMol25 structures with the same formula, charge and spin**: 80.12 kJ/mol

Geometry as XYZ:
```
11
Properties=species:S:1:pos:R:3:nbo_charge:R:1
C 0.59957 1.59977 -0.16157 -0.707
C 0.65099 0.08004 -0.01092 0.690
O 1.27988 -0.26581 0.95797 -0.539
N -0.24623 -0.88554 -0.58328 -0.696
C -1.00903 -1.61169 0.33090 0.541
O -1.86133 -2.41062 0.02762 -0.567
H 1.58049 2.02128 -0.41592 0.247
H 0.39601 1.96184 0.86276 0.254
H -0.18947 1.94395 -0.81652 0.219
H -0.43007 -1.10679 -1.55902 0.425
H -0.77080 -1.32642 1.36797 0.134
```

No. 9
# C3H5NO2

A 2-piece molecular cluster, C3H5NO2 overall (wB97M-V/def2-TZVPD, OMol25).

**LUMO level (alpha / beta)**: 0.0 / -2.0 eV
**Strongest force on any atom**: 4.3 eV Å⁻¹
**Energy above the lowest of the compared OMol25 structures with the same formula, charge and spin**: 928.35 kJ/mol

Geometry as XYZ:
```
11
Properties=species:S:1:pos:R:3:nbo_charge:R:1
C 0.25382 2.26589 -0.02234 -0.479
C 0.41801 0.99029 0.05061 0.326
C -1.24778 -1.80946 0.01491 -0.500
N 1.10008 -0.19715 0.08633 0.405
O 1.47921 -0.62139 -1.04059 -0.387
O 1.28785 -0.69983 1.15815 -0.350
H 0.98827 2.93568 -0.07051 0.224
H -0.64714 2.77096 0.10899 0.238
H -0.82060 -1.85177 -1.00689 0.166
H -2.26711 -1.61178 0.03157 0.173
H -0.54462 -2.17145 0.68977 0.183
```

No. 10
# C3H5NO2

One molecule with the formula C3H5NO2 (wB97M-V/def2-TZVPD, OMol25).

**SMILES string**: O=C1NC[C@@H]1O
**LUMO level**: 0.8 eV
**Strongest force on any atom**: 3.4 eV Å⁻¹
**Energy above the lowest of the compared OMol25 structures with the same formula, charge and spin**: 278.16 kJ/mol

Geometry as XYZ:
```
11
Properties=species:S:1:pos:R:3:nbo_charge:R:1
O -1.95413 0.22120 1.23853 -0.537
C -1.03965 0.29825 0.46176 0.662
N -0.83788 0.94630 -0.77419 -0.667
C 0.61720 0.27695 -0.84687 -0.246
C 0.41114 -0.12168 0.59099 -0.021
O 0.60097 -1.47342 0.86017 -0.693
H -0.79941 0.61051 -1.70617 0.428
H 1.40188 0.98168 -1.12777 0.206
H 0.65877 -0.61497 -1.51170 0.199
H 0.95954 0.56104 1.24398 0.184
H -0.01841 -1.68585 1.57126 0.485
```

- Among the records above, which one has the lowest energy above the lowest of the compared OMol25 structures with the same formula, charge and spin?
  number 6